(1)
{
  "formula": "C10H20NO3S",
  "method": "the ωB97M-V functional and the def2-TZVPD basis",
  "elements": ["C", "C", "C", "C", "C", "S", "C", "O", "O", "C", "C", "C", "C", "N", "O", "H", "H", "H", "H", "H", "H", "H", "H", "H", "H", "H", "H", "H", "H", "H", "H", "H", "H", "H", "H"],
  "coordinates": [[1.857, 2.431, -0.168], [1.239, 1.053, 0.289], [1.925, 0.753, 1.675], [-0.303, 1.303, 0.510], [-1.262, 0.755, -0.605], [-2.887, 0.232, 0.110], [-2.714, -0.750, 1.638], [-3.679, 1.451, 0.482], [-3.705, -0.533, -0.886], [-0.713, -0.443, -1.464], [0.602, -1.034, -0.869], [0.418, -1.875, 0.422], [1.164, -2.025, -1.954], [1.573, 0.070, -0.764], [1.859, 0.593, -1.897], [1.817, 3.089, 0.731], [1.292, 2.902, -0.986], [2.935, 2.322, -0.392], [2.933, 1.219, 1.698], [2.068, -0.322, 1.871], [1.335, 1.274, 2.452], [-0.441, 2.403, 0.533], [-0.566, 0.963, 1.530], [-1.521, 1.573, -1.304], [-2.998, -1.810, 1.487], [-1.719, -0.711, 2.109], [-3.443, -0.344, 2.367], [-0.486, -0.096, -2.490], [-1.432, -1.281, -1.566], [1.283, -2.532, 0.630], [0.169, -1.252, 1.297], [-0.443, -2.554, 0.240], [1.167, -1.557, -2.957], [2.189, -2.363, -1.725], [0.489, -2.904, -2.043]],
  "mulliken_spin": [-0.01, 0.02, 0.02, 0.02, -0.01, 0.00, 0.00, 0.00, 0.00, 0.05, 0.00, 0.01, 0.00, 0.37, 0.55, 0.00, 0.00, 0.00, 0.00, -0.01, 0.00, 0.01, 0.00, 0.00, 0.00, 0.00, 0.00, 0.00, 0.00, 0.00, -0.01, 0.00, 0.00, -0.01, 0.00],
  "mol_weight_g_mol": 234.34,
  "homo_ev": [-8.868, -9.982],
  "lumo_energy_ev": [0.437, -0.146],
  "relative_energy_ev": 0.0000,
  "multiplicity": 2,
  "orbital_gap_ha": [0.342, 0.361]
}



(2)
{
  "formula": "C21H21NO4",
  "method": "the ωB97M-V functional and the def2-TZVPD basis",
  "elements": ["C", "C", "O", "C", "C", "C", "C", "O", "C", "C", "C", "C", "C", "C", "O", "N", "C", "C", "C", "C", "C", "C", "C", "O", "C", "C", "H", "H", "H", "H", "H", "H", "H", "H", "H", "H", "H", "H", "H", "H", "H", "H", "H", "H", "H", "H", "H"],
  "coordinates": [[4.766, 2.891, 0.532], [4.781, 2.204, -0.831], [5.004, 0.813, -0.739], [3.994, -0.012, -0.340], [2.678, 0.362, -0.106], [1.730, -0.579, 0.272], [2.083, -1.910, 0.421], [1.236, -2.923, 0.800], [-0.137, -2.640, 0.936], [-0.786, -2.255, -0.358], [-0.784, -2.851, -1.588], [-1.553, -2.020, -2.427], [-1.982, -0.973, -1.650], [-2.778, 0.190, -2.072], [-2.982, 0.404, -3.256], [-3.222, 1.027, -1.095], [-3.911, 2.244, -1.473], [-3.200, 0.720, 0.287], [-2.443, 1.489, 1.162], [-2.433, 1.188, 2.512], [-3.178, 0.126, 2.995], [-3.940, -0.636, 2.125], [-3.959, -0.338, 0.775], [-1.503, -1.117, -0.390], [3.406, -2.288, 0.189], [4.344, -1.356, -0.183], [4.644, 3.963, 0.402], [5.703, 2.701, 1.049], [3.953, 2.513, 1.148], [5.625, 2.574, -1.421], [3.857, 2.414, -1.385], [2.358, 1.386, -0.218], [0.721, -0.241, 0.445], [-0.569, -3.574, 1.311], [-0.318, -1.846, 1.674], [-0.289, -3.762, -1.853], [-1.774, -2.159, -3.465], [-3.415, 3.114, -1.040], [-3.890, 2.311, -2.560], [-4.947, 2.218, -1.129], [-1.853, 2.309, 0.780], [-1.837, 1.783, 3.189], [-3.164, -0.109, 4.049], [-4.526, -1.462, 2.499], [-4.548, -0.927, 0.088], [3.672, -3.326, 0.310], [5.367, -1.642, -0.368]],
  "lowdin_charge": [-0.07, -0.25, -0.06, -0.27, -0.01, 0.00, -0.26, -0.04, -0.11, -0.23, 0.02, 0.03, -0.16, -0.39, 0.07, -0.05, -0.01, -0.25, -0.02, -0.08, -0.09, -0.07, -0.01, 0.06, 0.00, 0.00, 0.08, 0.08, 0.07, 0.12, 0.12, 0.11, 0.10, 0.14, 0.14, 0.12, 0.12, 0.09, 0.09, 0.10, 0.12, 0.10, 0.10, 0.10, 0.13, 0.12, 0.12],
  "mol_weight_g_mol": 351.40,
  "homo_ev": -7.943,
  "lumo_energy_ev": 0.645,
  "relative_energy_ev": 2.0504,
  "smiles": "CCOc1ccc(OCc2ccc(C(=O)N(C)c3ccccc3)o2)cc1",
  "orbital_gap_ha": 0.316
}



(3)
{
  "formula": "C16H52N14O9",
  "method": "the ωB97M-V functional and the def2-TZVPD basis",
  "elements": ["C", "O", "C", "C", "C", "N", "H", "H", "H", "H", "H", "H", "H", "H", "H", "H", "H", "C", "O", "C", "C", "C", "N", "H", "H", "H", "H", "H", "H", "H", "H", "H", "H", "H", "N", "C", "N", "O", "H", "H", "H", "H", "N", "C", "N", "O", "H", "H", "H", "H", "N", "C", "N", "O", "H", "H", "H", "H", "N", "C", "N", "O", "H", "H", "H", "H", "N", "C", "N", "O", "H", "H", "H", "H", "N", "C", "N", "O", "H", "H", "H", "H", "C", "C", "O", "H", "H", "H", "H", "H", "H"],
  "coordinates": [[-6.248, -24.675, -30.847], [-6.961, -25.840, -30.500], [-7.282, -25.859, -29.111], [-7.971, -27.184, -28.733], [-9.232, -27.408, -29.608], [-8.403, -27.081, -27.318], [-5.902, -24.741, -31.878], [-5.399, -24.522, -30.173], [-6.864, -23.774, -30.772], [-6.342, -25.653, -28.582], [-7.928, -25.045, -28.763], [-7.293, -28.031, -28.858], [-9.944, -26.593, -29.467], [-9.728, -28.313, -29.258], [-8.942, -27.436, -30.656], [-8.746, -28.014, -27.103], [-7.548, -27.020, -26.768], [-4.507, -20.947, -34.087], [-4.592, -20.668, -32.693], [-5.895, -20.778, -32.173], [-5.794, -20.375, -30.693], [-7.052, -20.693, -29.957], [-5.337, -18.980, -30.537], [-3.549, -20.596, -34.470], [-5.298, -20.500, -34.691], [-4.503, -22.032, -34.218], [-6.688, -20.194, -32.653], [-6.274, -21.806, -32.265], [-5.127, -21.144, -30.276], [-7.276, -21.745, -29.796], [-7.929, -20.305, -30.494], [-7.084, -20.181, -28.992], [-4.382, -19.098, -30.869], [-5.251, -18.813, -29.539], [-2.229, -18.201, -27.738], [-3.167, -19.082, -27.322], [-2.702, -19.974, -26.395], [-4.346, -19.096, -27.696], [-1.340, -18.154, -27.283], [-2.411, -17.562, -28.498], [-3.222, -20.840, -26.396], [-1.707, -19.988, -26.278], [-8.918, -21.306, -32.958], [-8.806, -20.722, -34.196], [-8.033, -21.421, -35.052], [-9.265, -19.605, -34.426], [-8.593, -22.217, -32.702], [-9.388, -20.694, -32.312], [-7.717, -22.316, -34.706], [-8.047, -21.265, -36.042], [-5.659, -21.258, -26.485], [-5.701, -22.513, -27.003], [-6.412, -23.392, -26.223], [-5.188, -22.841, -28.078], [-6.087, -21.130, -25.592], [-5.306, -20.535, -27.119], [-6.564, -23.247, -25.245], [-6.368, -24.317, -26.623], [-7.739, -25.715, -34.503], [-6.567, -25.038, -34.483], [-5.519, -25.778, -34.009], [-6.420, -23.873, -34.873], [-7.740, -26.636, -34.120], [-8.565, -25.235, -34.811], [-5.721, -26.748, -33.877], [-4.601, -25.383, -33.853], [-2.880, -25.423, -31.076], [-3.237, -24.330, -31.838], [-3.503, -23.223, -31.128], [-3.185, -24.338, -33.071], [-3.183, -25.417, -30.120], [-2.605, -26.267, -31.542], [-3.944, -22.478, -31.652], [-3.607, -23.357, -30.138], [-7.618, -17.795, -32.111], [-8.373, -16.880, -31.439], [-7.900, -16.667, -30.185], [-9.426, -16.392, -31.844], [-7.913, -18.041, -33.043], [-6.732, -18.180, -31.799], [-8.524, -16.232, -29.531], [-7.102, -17.219, -29.923], [-4.106, -15.710, -31.840], [-3.239, -15.321, -30.641], [-2.400, -16.426, -30.305], [-3.636, -15.893, -32.811], [-4.936, -15.005, -31.948], [-4.667, -16.652, -31.822], [-3.912, -15.146, -29.802], [-2.636, -14.435, -30.846], [-1.652, -16.380, -30.907]],
  "lowdin_charge": [-0.11, -0.17, -0.21, -0.42, -0.05, 0.02, 0.07, 0.05, 0.08, 0.11, 0.13, 0.13, 0.08, 0.07, 0.07, 0.07, 0.06, -0.08, -0.20, -0.22, -0.42, -0.06, 0.07, 0.09, 0.08, 0.07, 0.10, 0.11, 0.11, 0.06, 0.07, 0.08, 0.08, 0.04, 0.18, -0.62, 0.16, -0.01, 0.10, 0.07, 0.09, 0.09, 0.15, -0.69, 0.17, 0.01, 0.09, 0.10, 0.04, 0.11, 0.16, -0.66, 0.16, 0.00, 0.10, 0.06, 0.09, 0.08, 0.17, -0.66, 0.16, 0.00, 0.09, 0.11, 0.09, 0.06, 0.17, -0.68, 0.19, 0.00, 0.09, 0.10, 0.09, 0.08, 0.16, -0.69, 0.15, 0.01, 0.08, 0.04, 0.10, 0.07, -0.09, -0.28, -0.11, 0.07, 0.08, 0.05, 0.11, 0.11, 0.09],
  "mol_weight_g_mol": 584.68,
  "homo_ev": -8.761,
  "lumo_energy_ev": 0.194,
  "relative_energy_ev": 0.0000,
  "smiles": "COC[C@H](C)N.COC[C@H](C)N.NC(N)=O.NC(N)=O.NC(N)=O.NC(N)=O.NC(N)=O.NC(N)=O.CCO",
  "orbital_gap_ha": 0.329
}



(4)
{
  "formula": "FH3N2O",
  "method": "the ωB97M-V functional and the def2-TZVPD basis",
  "elements": ["N", "N", "O", "F", "H", "H", "H"],
  "coordinates": [[-0.751, 0.269, 0.487], [-0.422, 0.080, -0.728], [1.519, 0.193, -0.910], [1.911, -0.433, 0.240], [-0.663, 1.291, 0.774], [-0.840, -0.507, 1.166], [-0.753, -0.894, -1.030]],
  "lowdin_charge": [-0.03, -0.01, -0.18, -0.21, 0.16, 0.13, 0.13],
  "mol_weight_g_mol": 66.03,
  "homo_ev": [-9.049, -9.026],
  "lumo_energy_ev": [0.275, 0.272],
  "relative_energy_ev": 4.1929,
  "orbital_gap_ha": [0.343, 0.342]
}



(5)
{
  "formula": "C5H8O2S",
  "method": "the ωB97M-V functional and the def2-TZVPD basis",
  "elements": ["C", "C", "C", "C", "C", "O", "O", "S", "H", "H", "H", "H", "H", "H", "H", "H"],
  "coordinates": [[1.023, 0.340, -0.589], [0.289, -0.409, -1.401], [0.197, -0.696, 0.096], [0.877, -1.986, 0.585], [-1.156, -0.313, 0.684], [-1.134, 3.256, -1.323], [0.281, 3.674, 0.636], [-0.666, 2.851, -0.038], [1.830, 1.157, -0.735], [-0.071, -0.484, -2.353], [1.581, -2.275, -0.172], [0.235, -2.832, 0.725], [1.288, -1.670, 1.555], [-1.279, -0.107, 1.745], [-1.775, -1.169, 0.402], [-1.519, 0.663, 0.184]],
  "lowdin_charge": [-0.06, 0.03, -0.51, -0.04, -0.08, -0.39, -0.40, 0.85, 0.13, 0.07, 0.07, 0.06, 0.09, 0.07, 0.08, 0.02],
  "mol_weight_g_mol": 132.18,
  "homo_ev": -9.616,
  "lumo_energy_ev": -0.908,
  "relative_energy_ev": 3.7948,
  "orbital_gap_ha": 0.320
}



(6)
{
  "formula": "C9H24Mn2N3O10S",
  "method": "the ωB97M-V functional and the def2-TZVPD basis",
  "elements": ["Mn", "Mn", "N", "O", "O", "O", "N", "O", "O", "O", "O", "H", "C", "C", "N", "C", "C", "C", "C", "H", "H", "H", "H", "H", "H", "H", "H", "H", "H", "H", "H", "H", "H", "H", "O", "S", "O", "O", "C", "C", "C", "H", "H", "H", "H", "H", "H", "H", "H"],
  "coordinates": [[-2.804, -1.349, 0.049], [0.700, -1.523, 0.994], [-1.470, -3.011, 2.602], [-2.348, -2.454, 1.880], [-1.712, -3.985, 3.262], [-0.303, -2.500, 2.583], [-0.741, -3.635, -1.082], [-1.819, -2.974, -0.940], [-0.635, -4.483, -1.937], [0.211, -3.350, -0.288], [-0.911, -0.570, 0.184], [-0.879, 0.366, 0.009], [2.044, 1.691, -0.047], [2.654, 0.953, 1.169], [1.660, 0.170, 1.943], [0.632, 1.156, 2.452], [-0.306, 0.615, 3.517], [2.411, -0.363, 3.159], [2.954, 0.629, 4.165], [1.799, 2.724, 0.187], [1.150, 1.205, -0.446], [2.750, 1.658, -0.877], [3.441, 0.299, 0.794], [3.112, 1.752, 1.749], [1.167, 2.042, 2.802], [0.061, 1.516, 1.600], [0.182, 0.141, 4.365], [-0.872, 1.461, 3.916], [-1.053, -0.088, 3.154], [3.278, -0.886, 2.743], [1.807, -1.130, 3.643], [3.421, 1.496, 3.700], [3.750, 0.203, 4.777], [2.207, 0.963, 4.886], [-3.824, 0.978, -3.804], [-2.789, 0.539, -2.925], [-3.074, -0.421, -1.860], [-1.578, -0.092, -3.780], [-1.084, 0.647, -4.923], [-0.890, -0.328, -6.057], [-2.097, 2.036, -2.244], [-0.138, 1.083, -4.591], [-1.708, 1.502, -5.199], [-0.302, -1.147, -5.637], [-0.309, 0.124, -6.858], [-1.828, -0.723, -6.439], [-1.813, 2.689, -3.065], [-1.227, 1.846, -1.620], [-2.877, 2.528, -1.664]],
  "mulliken_spin": [4.85, 4.87, -0.01, 0.03, 0.02, 0.04, 0.00, 0.03, 0.01, 0.02, 0.07, 0.01, 0.03, 0.01, -0.11, 0.02, 0.02, 0.02, 0.01, 0.00, 0.00, 0.00, -0.01, 0.00, 0.00, -0.01, 0.00, 0.00, 0.00, 0.00, 0.02, 0.00, 0.00, 0.00, 0.00, 0.00, 0.02, 0.00, 0.00, 0.00, 0.00, 0.00, 0.00, 0.00, 0.00, 0.00, 0.00, 0.00, 0.00],
  "mol_weight_g_mol": 476.24,
  "homo_ev": [-12.581, -12.872],
  "lumo_energy_ev": [-3.667, -3.995],
  "relative_energy_ev": 1.0637,
  "charge": 1,
  "multiplicity": 11,
  "orbital_gap_ha": [0.328, 0.326]
}



Repeat the fifth record exactly.
{
  "formula": "C5H8O2S",
  "method": "the ωB97M-V functional and the def2-TZVPD basis",
  "elements": ["C", "C", "C", "C", "C", "O", "O", "S", "H", "H", "H", "H", "H", "H", "H", "H"],
  "coordinates": [[1.023, 0.340, -0.589], [0.289, -0.409, -1.401], [0.197, -0.696, 0.096], [0.877, -1.986, 0.585], [-1.156, -0.313, 0.684], [-1.134, 3.256, -1.323], [0.281, 3.674, 0.636], [-0.666, 2.851, -0.038], [1.830, 1.157, -0.735], [-0.071, -0.484, -2.353], [1.581, -2.275, -0.172], [0.235, -2.832, 0.725], [1.288, -1.670, 1.555], [-1.279, -0.107, 1.745], [-1.775, -1.169, 0.402], [-1.519, 0.663, 0.184]],
  "lowdin_charge": [-0.06, 0.03, -0.51, -0.04, -0.08, -0.39, -0.40, 0.85, 0.13, 0.07, 0.07, 0.06, 0.09, 0.07, 0.08, 0.02],
  "mol_weight_g_mol": 132.18,
  "homo_ev": -9.616,
  "lumo_energy_ev": -0.908,
  "relative_energy_ev": 3.7948,
  "orbital_gap_ha": 0.320
}